Formula: C18H37BCl3CrGeN4O4Si
Source: OMol25
Level of theory: wB97M-V/def2-TZVPD

Structure (XYZ):
```
70
Properties=species:S:1:pos:R:3:mulliken_spin:R:1
Ge 0.28770 -0.04915 2.57034 -0.0073
Cr -0.14845 -0.15857 -0.24955 3.7510
Cl -3.32025 -3.06956 -2.71855 0.0781
Cl -0.39490 -2.56506 -4.36018 0.0749
Cl -0.78293 -5.13786 -2.32930 0.0811
Si -1.26113 -3.14547 -2.59788 0.7590
O 0.44235 -1.44557 1.24393 0.0187
O -1.80124 -0.21720 -2.57291 0.0100
O 1.22542 1.07838 1.39086 0.0229
O -1.18690 0.43794 1.43096 -0.1049
N 1.21582 -0.63028 -1.61413 -0.1560
N -1.95647 1.86929 -3.44260 -0.0032
N -0.86268 1.45806 -1.38211 -0.0156
N -0.07574 3.17799 -0.09724 0.0054
C 3.39714 0.00512 1.61595 0.0064
C -3.38409 -0.05764 0.64490 0.1118
C -2.57298 0.57059 1.77082 -0.0418
C 1.24482 -3.12545 2.80319 0.0100
C -1.15968 3.70031 -2.17818 -0.0009
C 2.89265 2.19544 2.72651 0.0007
C -2.88865 2.05509 1.90381 -0.0068
C 0.64386 -2.85442 1.42791 0.0208
C 2.64286 1.32575 1.49971 -0.0057
C -2.86573 -0.15282 3.08150 -0.0013
C -0.71590 -3.53525 1.31815 -0.0237
C -1.76094 3.19838 -3.27430 0.0038
C -1.54733 0.97094 -2.46219 0.0455
C 3.08178 2.04802 0.23018 0.0117
C 1.58756 -3.34941 0.34103 0.0012
C -2.62038 1.30810 -4.61615 0.0009
C 2.18511 -0.77772 -2.23018 0.1879
C -0.68480 2.76465 -1.20277 0.0663
B 3.50394 -0.98599 -3.05959 -0.0030
H 4.25346 -0.08366 -2.74258 0.0044
H -2.31933 0.29645 3.91278 0.0004
H 0.57372 -2.80195 3.60134 0.0005
H -1.94419 0.62929 -5.13167 -0.0001
H -3.92938 2.20689 2.19603 -0.0003
H 3.94933 2.45668 2.80441 0.0001
H -1.38143 -3.18559 2.11078 0.0050
H 3.07676 -0.55106 2.50054 -0.0012
H -3.20677 0.46230 -0.29765 -0.0145
H -3.93108 -0.10202 3.30921 0.0004
H -2.71405 2.56662 0.95590 0.0033
H -2.11880 3.83136 -4.07507 0.0005
H 1.15954 -3.19213 -0.64945 0.0399
H 2.68077 1.54578 -0.65052 0.0064
H 3.20070 -0.93452 -4.23193 0.0041
H -2.24699 2.50921 2.66141 -0.0002
H -0.62228 -4.61965 1.39473 -0.0008
H 3.94478 -2.07142 -2.74683 0.0043
H -2.57809 -1.20404 3.00950 -0.0005
H -4.45191 -0.01128 0.86483 0.0014
H -1.01844 4.76168 -2.05123 -0.0001
H 1.78440 -4.41557 0.46340 0.0013
H 2.19740 -2.60571 2.91849 -0.0002
H -3.10308 -1.10514 0.51140 -0.0128
H 2.53476 -2.81113 0.38075 -0.0015
H 4.16927 2.04336 0.14821 0.0006
H 1.42467 -4.19408 2.92337 -0.0012
H -2.90533 2.12491 -5.27411 -0.0004
H 2.60029 1.67384 3.64036 0.0006
H 0.16298 4.14885 -0.00271 -0.0015
H 3.21872 -0.60971 0.73295 0.0036
H 2.31227 3.11831 2.66018 -0.0005
H -3.50032 0.74724 -4.30927 -0.0003
H 2.75042 3.08872 0.22949 0.0014
H 0.32688 2.49701 0.56069 -0.0034
H 4.46907 0.18611 1.70445 0.0000
H -1.17863 -3.30256 0.35585 0.0637
```

Results
- <S²>: 8.762
- F_max: 0.631 eV/A
- M: 643.381 g/mol
- Charge: 0
- Multiplicity: 6
- Frontier orbital gap (alpha / beta): 8.1 / 7.1 eV